Entry from the Open Molecules 2025 dataset: a molecular structure, C18H26AuN3O8P2 at a distorted geometry (ωB97M-V/def2-TZVPD).

Structure (XYZ):
```
58
C18H26AuN3O8P2, DFT ωB97M-V/def2-TZVPD
Au 0.07710 -0.15781 -0.78970
P 2.13371 -1.34472 -0.63513
C 2.41469 -1.76886 -2.37968
C 1.11583 -2.02687 -3.10407
N -0.01660 -1.46190 -2.65128
C -1.19657 -1.71989 -3.23414
C -1.26933 -2.53066 -4.35859
C -0.10437 -3.08209 -4.87905
C 1.10145 -2.82834 -4.23741
C -2.46137 -1.14452 -2.64113
P -2.09238 0.30266 -1.60905
H 2.03974 -3.26665 -4.56671
H -2.24309 -2.69072 -4.81297
H -0.13590 -3.69567 -5.76995
H -3.18712 -0.91252 -3.42768
H -2.95062 -1.86241 -1.96564
H 2.94162 -0.89682 -2.80916
H 3.08754 -2.62787 -2.46496
H 1.79666 3.64588 -3.17473
O 2.49008 3.20054 -3.69437
H 2.44056 3.67475 -4.54637
H -1.27479 4.52435 -0.94767
O -1.05901 5.17151 -1.64096
H -1.46204 5.99543 -1.29364
C -2.20306 1.71577 -2.73892
H -3.18000 1.75956 -3.24202
H -2.05000 2.62424 -2.13646
H -1.40000 1.61579 -3.48246
C -3.49548 0.49645 -0.48300
H -3.27205 1.40470 0.09641
H -4.46053 0.60102 -1.00278
H -3.51833 -0.37643 0.18575
C 2.15840 -2.91497 0.27897
H 3.08370 -3.48088 0.08894
H 2.09691 -2.66472 1.35055
H 1.28939 -3.51064 -0.02901
C 3.66412 -0.53970 -0.10014
H 3.53328 -0.34003 0.97421
H 4.55138 -1.17414 -0.25712
H 3.77048 0.39817 -0.66206
O -1.36694 1.98826 1.30245
C -0.45537 1.30741 1.76078
O 0.53660 0.75681 1.10056
C -0.35370 0.99662 3.24904
C 0.50026 -0.03751 3.64637
C 0.67779 -0.37074 5.00238
C 0.00815 0.35620 6.00598
C -0.84702 1.40241 5.61554
C -1.02992 1.72737 4.24488
N -1.55735 2.15402 6.62527
O -1.40811 1.83991 7.82607
O -2.29880 3.09004 6.24977
N 1.53437 -1.48578 5.33130
O 2.09129 -2.08104 4.37819
O 1.68797 -1.81583 6.52467
H 1.06924 -0.58635 2.89485
H 0.13526 0.09439 7.05708
H -1.67767 2.55283 3.97801
```

Values from the calculation:
E_HOMO (spin up / spin down) ... -0.523 / -0.582 Ha
Total charge ... +2
Multiplicity ... 3
LUMO level (spin up / spin down) ... -6.72 / -11.24 eV
⟨S²⟩ ... 2.013
Kohn-Sham gap (spin up / spin down) ... 7.519 / 4.592 eV
E ... -2285.288503 hartree
Maximum force ... 5.32 eV/A
Energy above the lowest of the compared OMol25 structures with the same formula, charge and spin ... 0.000 eV

Partial atomic charges computed with the Löwdin method, in multiples of e: 0.821 0.784 -0.261 -0.304 -0.003 -0.309 0.013 0.013 0.015 -0.260 0.767 0.136 0.135 0.133 0.115 0.114 0.119 0.114 0.028 -0.083 0.053 0.011 -0.072 0.066 -0.216 0.077 0.036 0.063 -0.235 0.032 0.079 0.063 -0.216 0.077 0.047 0.058 -0.224 0.056 0.079 0.063 0.301 -0.456 -0.158 -0.069 0.093 -0.083 0.153 -0.081 0.116 -0.303 0.113 0.093 -0.299 0.059 0.128 0.122 0.151 0.137

***

Entry from the Open Molecules 2025 dataset: C3H10N2S2 in the gas phase at a distorted geometry (ωB97M-V/def2-TZVPD).

Structure (XYZ):
```
17
C3H10N2S2, DFT ωB97M-V/def2-TZVPD
N 1.40383 -0.31987 2.14126
C 0.61637 0.58339 1.25617
C 0.46198 -0.05825 -0.11703
N -0.18968 -1.35340 -0.02342
C -0.42847 0.84319 -0.97607
S -0.34032 0.44963 -2.73526
S -1.85792 -0.97470 -2.88470
H 2.23377 0.14890 2.47491
H 0.83578 -0.55585 2.94286
H 1.10058 1.56298 1.25762
H -0.36442 0.71094 1.73035
H 1.43534 -0.17477 -0.58955
H -1.16746 -1.21519 0.21308
H 0.21046 -1.91582 0.71982
H -0.05221 1.85679 -0.86590
H -1.45648 0.74807 -0.63826
H -2.44114 -0.33601 -3.90588
```

Values from the calculation:
E_HOMO ... -0.308 Ha
SMILES string ... NC[C@@H](N)CSS
Multiplicity ... 1
LUMO level ... 0.63 eV
Kohn-Sham gap ... 9.011 eV
E ... -1026.179436 hartree
Maximum force ... 1.25 eV/A
Energy above the lowest of the compared OMol25 structures with the same formula, charge and spin ... 0.180 eV

Partial atomic charges computed with the Löwdin method, in multiples of e: -0.008 -0.246 -0.501 0.031 -0.566 0.452 0.316 0.059 0.059 0.110 0.116 0.128 0.063 0.064 0.070 0.065 -0.215

***

Entry from the Open Molecules 2025 dataset: 2 unconnected molecules or ions with the total composition C22H48BrN2O6P at a distorted geometry (ωB97M-V/def2-TZVPD).

Structure (XYZ):
```
80
C22H48BrN2O6P, DFT ωB97M-V/def2-TZVPD
C 1.50614 -3.74872 4.99355
C 0.08169 -4.56806 5.15579
C -0.63001 -4.97409 3.73548
C -0.59394 -3.80587 2.58477
C -1.58858 -2.52078 2.89447
C -0.67221 -1.16728 3.04135
C -1.59017 0.18839 3.36512
C -0.53659 1.30243 3.99060
C -1.14213 2.82434 4.06223
C -0.80279 3.74795 2.73207
C 0.80213 3.77861 2.36635
C 1.23127 5.05437 1.38683
C 1.41814 4.42764 -0.12318
C -0.08595 3.87501 -0.59872
C 0.02292 3.43493 -2.19962
O -0.47871 2.05170 -2.44899
P 0.05278 1.57938 -4.07713
O -0.48174 0.14440 -4.50703
O -0.77682 2.72351 -5.15404
N -1.78806 2.09965 -5.78461
C -3.07980 2.12680 -4.99774
C -4.02305 0.90217 -5.62518
C -4.11907 -0.39047 -4.60496
O 1.75369 1.83225 -4.34180
C 2.57041 0.68115 -3.93247
Br 1.99049 -0.23049 -2.25104
C 4.09258 1.29948 -3.61748
C 5.13167 0.18349 -3.01349
H 1.39037 -2.58186 5.20904
H 2.25430 -4.19029 5.79618
H 1.96854 -3.92795 3.91978
H -0.64611 -3.93160 5.84964
H 0.33138 -5.54839 5.77149
H -0.11292 -5.97461 3.37215
H -1.76784 -5.23288 3.95496
H -0.99376 -4.29157 1.57774
H 0.50914 -3.46464 2.36174
H -2.37962 -2.36345 2.03082
H -2.14467 -2.71208 3.92901
H 0.03902 -0.98130 2.11308
H 0.03788 -1.28129 3.98683
H -2.14225 0.56756 2.39386
H -2.38690 -0.16180 4.16776
H -0.31900 0.94217 5.10088
H 0.46253 1.20194 3.38659
H -0.66774 3.37931 4.98309
H -2.30603 2.80025 4.23356
H -1.14395 4.84588 2.97483
H -1.49325 3.36799 1.85736
H 1.06755 2.79476 1.75671
H 1.51465 3.81208 3.29809
H 2.26328 5.51200 1.72160
H 0.37025 5.86953 1.30306
H 2.13273 3.47330 -0.14401
H 1.87605 5.17964 -0.90718
H -0.43225 2.93363 0.00316
H -0.87629 4.76335 -0.57923
H -0.54074 4.22110 -2.89885
H 1.17621 3.55493 -2.46926
H -1.95574 2.66973 -6.66648
H -3.62811 3.18035 -5.09427
H -2.91394 1.84114 -3.86449
H -5.06780 1.37129 -5.87475
H -3.50991 0.52049 -6.61268
H -3.95907 -1.36081 -5.25927
H -3.29416 -0.40257 -3.76961
H -5.20897 -0.47313 -4.16210
H 2.71455 -0.07517 -4.84283
H 4.51767 1.91249 -4.51976
H 3.91082 2.09341 -2.74440
H 4.92438 -0.85678 -3.51008
H 4.95177 0.10702 -1.83991
H 6.24019 0.58036 -3.20361
C 0.98778 -6.40431 -0.76655
N 1.00478 -6.96169 0.61288
O 0.36701 -8.00240 0.81064
O 1.65790 -6.33864 1.45798
H 0.37824 -7.05089 -1.40144
H 0.55831 -5.40189 -0.71171
H 2.01951 -6.37562 -1.12312
```

Values from the calculation:
E_HOMO ... -0.325 Ha
SMILES string ... CCCCCCCCCCCCCCCO[P@@](=O)(ONCCC)O[C@H](Br)CC.C[N+](=O)[O-]
Multiplicity ... 1
LUMO level ... 0.13 eV
Kohn-Sham gap ... 8.972 eV
E ... -4342.890705 hartree
Maximum force ... 6.23 eV/A

Partial atomic charges computed with the Löwdin method, in multiples of e: -0.147 -0.258 -0.228 -0.225 -0.205 -0.234 -0.211 -0.223 -0.217 -0.214 -0.212 -0.205 -0.226 -0.160 -0.242 -0.287 0.781 -0.344 -0.270 -0.191 -0.195 -0.220 -0.143 -0.290 -0.668 0.705 -0.270 -0.173 0.069 0.074 0.076 0.106 0.105 0.100 0.115 0.103 0.096 0.116 0.117 0.120 0.097 0.114 0.115 0.118 0.101 0.107 0.114 0.110 0.101 0.101 0.117 0.109 0.116 0.120 0.115 0.106 0.127 0.136 0.113 0.150 0.122 0.117 0.099 0.107 0.076 0.074 0.074 0.147 0.119 0.114 0.078 0.071 0.091 0.038 -0.421 0.053 0.033 0.097 0.097 0.101

***

Entry from the Open Molecules 2025 dataset: C4H8N2 in the gas phase at a distorted geometry (ωB97M-V/def2-TZVPD).

Structure (XYZ):
```
14
C4H8N2, DFT ωB97M-V/def2-TZVPD
C -0.75498 1.66070 1.35222
N -1.02923 0.39268 1.47444
C -0.39084 -0.34379 0.52702
N 0.03183 -1.60823 0.89216
C -0.03556 0.29565 -0.64516
C 0.91685 -0.29531 -1.64280
H 0.23619 2.07205 1.17225
H -1.46622 2.37166 1.76146
H 0.12731 -2.27605 0.14276
H -0.41905 -1.96379 1.72148
H -0.70445 1.04997 -1.03221
H 1.13252 0.41844 -2.43613
H 1.85709 -0.58378 -1.17013
H 0.49854 -1.19021 -2.11736
```

Values from the calculation:
E_HOMO (spin up / spin down) ... -0.284 / -0.284 Ha
SMILES string ... C=N/C(N)=C/C
Multiplicity ... 1
LUMO level (spin up / spin down) ... 0.63 / 0.63 eV
Kohn-Sham gap (spin up / spin down) ... 8.363 / 8.362 eV
E ... -266.656993 hartree
Maximum force ... 2.23 eV/A
Energy above the lowest of the compared OMol25 structures with the same formula, charge and spin ... 1.769 eV

Partial atomic charges computed with the Löwdin method, in multiples of e: -0.022 0.026 -0.471 0.118 -0.140 -0.121 0.077 0.066 0.085 0.089 0.088 0.065 0.070 0.070